# 1
DFT (wB97M-V/def2-TZVPD) results for 2 unconnected molecules or ions with the total composition C4H11NO2 in a non-equilibrium geometry.

For the relative energy (zero: lowest compared OMol25 entry of this formula, charge and spin), the calculation gives 29.8 kcal per mole. Its orbital gap is 10.6 eV. The structure (SMILES) is CC(C)C(N)=O.O. The calculation puts the highest occupied orbital energy at -9.87 eV.

Structure (XYZ):
```
18
Properties=species:S:1:pos:R:3:forces:R:3:lowdin_charge:R:1
C 1.07209 0.34564 -1.17000 0.6 -3.2 -3.0 -0.0965
C 0.91655 0.55989 0.25577 -0.5 0.4 3.0 -0.3669
C 0.84339 -0.76995 1.02895 -2.0 1.0 -0.9 -0.0504
C -0.37753 1.36594 0.43640 1.1 1.4 1.0 -0.4560
N -1.24504 1.09087 1.50164 2.4 1.4 -2.7 0.1986
O -0.44019 2.39860 -0.22811 -1.3 -1.1 0.6 0.0409
H 0.28955 -0.33740 -1.67295 0.8 0.9 1.2 0.0904
H 2.03188 -0.21304 -1.40757 -0.8 1.1 0.2 0.1150
H 0.93002 1.23094 -1.72830 0.5 1.1 -0.5 0.0661
H 1.68825 1.29162 0.62204 -0.4 -0.8 -0.2 0.1656
H 1.58581 -1.46687 0.77828 1.5 -0.7 0.2 0.0644
H 0.51829 -0.75584 2.06757 0.8 0.2 0.1 0.0784
H -0.02114 -1.16179 0.51091 -0.5 -0.8 0.1 0.0535
H -1.29511 0.33925 2.08636 0.6 -2.6 1.2 0.0533
H -2.08567 1.52952 1.42295 -2.6 1.8 -0.2 0.0646
O -1.56443 -2.10559 -1.38268 1.5 -3.0 1.2 -0.0233
H -0.64935 -1.85708 -1.51437 -0.4 0.6 -0.3 0.0030
H -2.19736 -1.48471 -1.60688 -1.2 2.3 -0.9 -0.0007
```
Positions in Å, forces in eV/Å.

***

# 2
DFT (wB97M-V/def2-TZVPD) results for a single C4H11NO2 molecule.

For the relative energy (zero: lowest compared OMol25 entry of this formula, charge and spin), the calculation gives 33.2 kcal per mole. Its orbital gap is 10.1 eV. The structure (SMILES) is C[C@@H](CO)NCO. The calculation puts the highest occupied orbital energy at -9.22 eV.

Structure (XYZ):
```
18
Properties=species:S:1:pos:R:3:forces:R:3:lowdin_charge:R:1
C -0.72956 -1.06286 0.83154 0.0 -0.1 -0.1 -0.0439
C -0.29409 -0.04254 -0.24360 0.5 0.3 0.7 -0.3736
C -1.44527 0.82357 -0.71741 -0.4 -0.7 -0.6 -0.2220
O -2.34587 0.02066 -1.50166 0.0 0.2 -0.2 -0.0753
N 0.78690 0.84953 0.18629 -0.1 0.2 0.2 -0.0376
C 2.12038 0.32881 0.18749 -0.3 0.5 -0.5 -0.3048
O 2.39188 -0.75692 1.05429 0.1 0.0 0.2 -0.0486
H -0.27500 -0.84114 1.79664 -0.2 0.2 0.0 0.0774
H -0.43660 -2.08258 0.59691 0.1 -0.2 -0.2 0.0721
H -1.80998 -1.08970 0.93179 -0.2 0.1 0.1 0.0735
H 0.10584 -0.56367 -1.10755 -0.1 -0.1 -0.3 0.1405
H -2.02685 1.22505 0.11684 0.3 0.3 0.1 0.1224
H -1.02592 1.60049 -1.34653 0.0 0.4 0.2 0.1158
H -2.50028 0.48645 -2.33392 0.0 -0.2 0.3 0.0837
H 0.57853 1.33415 1.05537 0.0 -0.2 -0.1 0.1235
H 2.76632 1.14963 0.48031 0.3 -0.1 0.2 0.1186
H 2.36997 0.08557 -0.85050 0.0 -0.3 0.0 0.1191
H 1.76960 -1.46452 0.86368 0.0 -0.1 -0.1 0.0591
```
Positions in Å, forces in eV/Å.

***

# 3
DFT (wB97M-V/def2-TZVPD) results for 3 unconnected molecules or ions with the total composition C4H11NO2.

For the relative energy (zero: lowest compared OMol25 entry of this formula, charge and spin), the calculation gives 53.0 kcal per mole. Its orbital gap is 9.5 eV. The structure (SMILES) is C=NC(=C)C.O.O. The calculation puts the highest occupied orbital energy at -8.74 eV.

Structure (XYZ):
```
18
Properties=species:S:1:pos:R:3:forces:R:3:lowdin_charge:R:1
C 0.48500 1.23070 0.96008 -0.4 0.1 -0.8 -0.0217
N 1.18080 0.38786 0.34090 0.1 -0.2 -0.2 0.0130
C 2.36143 -0.12033 0.88285 0.6 -0.4 -0.2 -0.4609
C 3.54112 0.49182 0.85590 0.5 0.6 0.3 0.0318
C 2.25157 -1.56854 1.28430 -0.4 0.1 0.1 -0.0552
H -0.42148 1.53265 0.42961 0.0 0.3 0.5 0.0730
H 0.75010 1.65242 1.92484 0.0 0.1 0.2 0.0826
H 3.73973 1.47832 0.44332 -0.5 -0.1 0.1 0.0555
H 4.42475 0.02402 1.27914 -0.2 -0.2 -0.1 0.0558
H 2.93737 -1.77577 2.09655 0.0 -0.1 0.3 0.0732
H 2.52691 -2.21904 0.45887 0.0 0.0 -0.2 0.0779
H 1.21467 -1.81257 1.54411 0.3 0.0 0.2 0.0762
O -4.02984 -0.35804 -3.57992 0.4 -0.1 -0.1 -0.0661
H -4.11473 -0.64406 -4.49587 -0.1 0.0 0.0 0.0320
H -3.07166 -0.32621 -3.44662 -0.3 0.1 0.1 0.0387
O -4.33287 0.96936 -0.24046 -0.1 -0.2 0.1 -0.0652
H -4.14838 0.05754 -0.49098 0.1 0.1 -0.1 0.0267
H -5.29449 0.99987 -0.24663 0.0 0.2 0.0 0.0329
```
Positions in Å, forces in eV/Å.

***

# 4
DFT (wB97M-V/def2-TZVPD) results for 2 unconnected molecules or ions with the total composition C4H11NO2 in a non-equilibrium geometry.

For the relative energy (zero: lowest compared OMol25 entry of this formula, charge and spin), the calculation gives 37.7 kcal per mole. Its orbital gap is 9.4 eV. The structure (SMILES) is CC(=O)O.CCN. The calculation puts the highest occupied orbital energy at -8.91 eV.

Structure (XYZ):
```
18
Properties=species:S:1:pos:R:3:forces:R:3:lowdin_charge:R:1
C -1.60512 2.23129 1.66052 0.6 1.4 -0.6 0.0104
C -0.34998 1.39274 1.57203 -0.7 -0.6 0.2 -0.6033
O 0.62904 1.63682 0.93254 0.3 0.5 -0.3 0.0934
O -0.47586 0.27998 2.30237 2.8 -2.6 1.1 0.0440
H -2.24897 2.18743 2.51012 0.4 -0.3 1.2 0.0734
H -2.33538 2.11479 0.89053 0.0 -0.8 -1.2 0.0765
H -1.26548 3.25497 1.49117 -0.1 0.1 0.3 0.0913
H 0.44717 -0.28180 2.37775 -3.2 2.3 -0.7 0.2111
C -0.64818 -1.89806 -2.38547 1.5 -0.7 -0.4 -0.1061
C 0.84765 -1.47742 -2.39917 -1.3 2.8 0.5 -0.3451
N 1.70973 -1.87080 -1.26512 -1.7 -2.1 -0.7 -0.0233
H -1.21147 -1.59832 -1.49990 -0.1 0.3 -0.4 0.0639
H -0.68858 -2.97414 -2.45657 0.1 -0.7 0.5 0.0548
H -1.05078 -1.67254 -3.37918 -0.4 0.8 0.5 0.0681
H 1.16366 -1.60884 -3.43252 0.9 -0.9 0.3 0.0941
H 0.92365 -0.36354 -2.27458 -0.9 -0.4 -0.8 0.1000
H 2.49141 -1.28360 -1.37710 1.1 0.7 0.7 0.0370
H 1.15418 -1.64036 -0.43419 0.8 0.1 -0.3 0.0597
```
Positions in Å, forces in eV/Å.

***

# 5
DFT (wB97M-V/def2-TZVPD) results for a single C4H11NO2 molecule in a non-equilibrium geometry.

For the relative energy (zero: lowest compared OMol25 entry of this formula, charge and spin), the calculation gives 66.7 kcal per mole. Its orbital gap is 10.2 eV. The structure (SMILES) is N[C@H](CO)CCO. The calculation puts the highest occupied orbital energy at -9.50 eV.

Structure (XYZ):
```
18
Properties=species:S:1:pos:R:3:forces:R:3:lowdin_charge:R:1
N -0.47085 1.60021 -0.28223 0.2 -0.5 -2.8 0.0287
C -0.31444 0.09595 -0.27606 -2.0 1.9 4.0 -0.3469
C -1.73119 -0.44598 -0.10012 0.9 1.9 -0.2 -0.2408
O -2.65097 0.23986 -0.96474 -0.8 -1.6 0.0 -0.0821
C 0.71039 -0.10903 0.94471 0.7 -1.3 -3.9 -0.0906
C 2.10726 -0.07636 0.19339 0.5 -1.7 -1.1 -0.2137
O 2.98962 -1.21972 0.51864 0.1 2.8 0.5 -0.0918
H -1.41813 1.83351 0.04003 0.5 -0.2 -0.1 0.0712
H -0.53926 1.72275 -1.31967 -0.1 0.9 1.2 0.0873
H -0.03429 -0.28581 -1.20724 1.3 -0.3 -1.4 0.1042
H -2.07572 -0.25462 0.86400 -0.3 0.2 2.1 0.1015
H -1.67939 -1.46447 -0.23702 -0.4 -2.6 -0.6 0.0941
H -3.47421 -0.28552 -0.81930 0.7 0.9 -0.5 0.1079
H 0.57888 -1.02177 1.56087 0.1 0.8 -0.2 0.1200
H 0.77215 0.85416 1.37899 -0.9 0.4 1.5 0.0746
H 2.59791 0.85622 0.46489 0.5 -0.4 0.2 0.1021
H 2.03854 -0.03106 -0.97179 -0.2 -0.1 2.0 0.1320
H 2.59371 -2.00830 0.21267 -0.8 -1.2 -0.6 0.0422
```
Positions in Å, forces in eV/Å.

***

# 6
DFT (wB97M-V/def2-TZVPD) results for a molecular structure, C4H11NO2 in a non-equilibrium geometry.

For the relative energy (zero: lowest compared OMol25 entry of this formula, charge and spin), the calculation gives 111.9 kcal per mole. Its orbital gap is 9.5 eV. The calculation puts the highest occupied orbital energy at -8.73 eV.

Structure (XYZ):
```
18
Properties=species:S:1:pos:R:3:forces:R:3:lowdin_charge:R:1
C -0.54486 -0.76771 0.35886 -0.8 0.1 0.0 -0.3544
C -1.11314 -1.59703 -0.78146 0.2 0.3 -0.2 -0.0567
O 0.15514 -1.54074 1.30321 0.3 0.3 -0.2 -0.0357
H 0.91872 -1.92047 0.84385 0.0 -0.1 0.1 0.0996
H -1.36182 -0.31393 0.91888 0.1 0.2 0.0 0.1310
H 0.68643 -0.21577 -0.11178 1.9 0.6 -1.4 0.0722
H -1.79094 -2.36468 -0.40095 0.1 0.0 0.2 0.0839
H -1.70347 -0.98196 -1.46288 0.1 0.1 0.0 0.0737
H -0.31321 -2.08225 -1.34183 0.0 0.0 -0.1 0.0855
C 0.28950 1.88047 1.04470 0.0 -0.1 0.1 -0.0360
C 0.02307 1.16503 -0.22810 -1.0 -0.4 0.3 -0.3473
O 1.84594 -0.01016 -0.70259 -1.2 -0.7 1.1 -0.2506
N -0.33029 1.61603 -1.31541 0.3 -0.2 0.2 0.1741
H 2.55037 -0.08072 -0.04513 0.0 0.0 -0.1 0.0033
H -0.34201 1.00715 -2.12477 -0.2 -0.1 0.1 0.0830
H -0.60640 2.44350 1.31359 0.0 0.0 0.0 0.0948
H 0.52939 1.17945 1.84134 0.1 0.1 0.0 0.0839
H 1.10759 2.58379 0.89046 0.0 -0.1 0.0 0.0955
```
Positions in Å, forces in eV/Å.

***

# 7
DFT (wB97M-V/def2-TZVPD) results for 2 unconnected molecules or ions with the total composition C4H11NO2 in a non-equilibrium geometry.

For the relative energy (zero: lowest compared OMol25 entry of this formula, charge and spin), the calculation gives 16.0 kcal per mole. Its orbital gap is 10.4 eV. The structure (SMILES) is CCC(=O)NC.O. The calculation puts the highest occupied orbital energy at -9.64 eV.

Structure (XYZ):
```
18
Properties=species:S:1:pos:R:3:forces:R:3:lowdin_charge:R:1
C -0.66078 1.36181 -1.48327 0.0 0.6 -0.3 -0.0935
C -0.53968 -0.13496 -1.17135 -0.7 -0.6 -0.7 -0.1733
C -0.16036 -0.26930 0.26836 3.0 1.3 2.2 -0.5051
O 0.99969 0.01634 0.66059 -1.6 -0.7 -1.1 -0.0070
N -1.11308 -0.46084 1.20714 -2.5 -0.1 -1.4 -0.0040
C -1.06438 -0.19688 2.62979 1.2 -0.6 0.5 -0.0724
H -0.10121 1.97221 -0.75465 -0.2 -0.2 -0.4 0.0823
H -1.72000 1.66855 -1.45937 0.5 0.0 0.0 0.0745
H -0.25943 1.56121 -2.49112 -0.3 0.1 0.4 0.0769
H -1.53040 -0.57752 -1.39051 0.5 -0.1 0.2 0.1088
H 0.19617 -0.60257 -1.85349 -0.2 0.1 0.7 0.1215
H -2.03575 -0.68185 0.82457 0.5 0.1 0.4 0.1381
H -0.91936 -1.17816 3.11215 0.0 0.5 0.3 0.0856
H -1.95454 0.28333 3.06982 0.2 -0.2 -0.7 0.0859
H -0.18396 0.43285 2.84174 -0.4 -0.3 -0.1 0.0888
O 3.74889 -1.20550 -1.70652 -0.1 0.4 1.0 -0.0969
H 3.73229 -1.71269 -0.86346 -0.1 0.7 -0.9 0.0464
H 3.56588 -0.27601 -1.44043 0.1 -1.0 -0.1 0.0433
```
Positions in Å, forces in eV/Å.

***

# 8
DFT (wB97M-V/def2-TZVPD) results for 3 unconnected molecules or ions with the total composition C4H11NO2 in a non-equilibrium geometry.

For the relative energy (zero: lowest compared OMol25 entry of this formula, charge and spin), the calculation gives 68.6 kcal per mole. Its orbital gap is 9.4 eV. The structure (SMILES) is C=NC(=C)C.O.O. The calculation puts the highest occupied orbital energy at -8.53 eV.

Structure (XYZ):
```
18
Properties=species:S:1:pos:R:3:forces:R:3:lowdin_charge:R:1
C 0.47252 2.24287 2.12876 -0.7 -0.8 0.9 -0.0408
N 0.12907 1.98223 0.94594 0.2 0.5 0.8 0.0217
C -0.91125 1.03754 0.71094 -0.4 0.5 -1.9 -0.4199
C -0.68029 -0.04676 -0.02479 0.5 -1.0 0.3 0.0269
C -2.30511 1.64637 0.64933 0.1 -0.7 0.0 -0.0594
H 0.05263 1.66935 2.96146 -0.1 -0.1 0.1 0.0769
H 1.12890 3.03005 2.47536 0.4 0.2 -0.8 0.0632
H 0.27142 -0.55072 -0.13151 0.4 0.6 0.0 0.0553
H -1.41275 -0.57119 -0.61886 -0.6 0.1 0.5 0.0415
H -2.89058 0.93761 0.06076 -0.1 0.4 -0.3 0.0663
H -2.88592 1.71114 1.57077 0.6 0.3 0.4 0.0697
H -2.21378 2.62308 0.17738 -0.3 0.0 0.0 0.0774
O -0.23748 -1.83535 -2.47624 -0.6 -0.5 -0.2 -0.0594
H -0.95625 -2.46720 -2.31581 0.3 0.2 0.3 0.0455
H -0.28325 -1.75651 -3.43238 0.3 0.2 -0.2 0.0355
O 3.83752 -3.34977 -0.98320 0.6 0.6 0.3 -0.0571
H 4.19636 -2.52656 -0.62728 -0.8 0.4 0.1 0.0348
H 4.68826 -3.77619 -1.07064 0.2 -1.0 -0.4 0.0218
```
Positions in Å, forces in eV/Å.

***

Number 1: DFT total energy -364.22076 Eh. Number 2: DFT total energy -364.21520 Eh. Number 3: DFT total energy -364.18376 Eh. Number 4: DFT total energy -364.20816 Eh. Number 5: DFT total energy -364.16190 Eh. Number 6: DFT total energy -364.08983 Eh. Number 7: DFT total energy -364.24275 Eh. Number 8: DFT total energy -364.15890 Eh.